Computed, not measured: a 2-piece molecular cluster, C18H27N6O6S overall, with ωB97M-V/def2-TZVPD.

Last column: Mulliken charge in e.
Atoms and positions in Å:
S1 0.54 3.41 6.71  -0.407
O1 1.00 -0.63 3.39  -0.312
O2 0.82 -0.23 -1.27  -0.673
O3 -3.86 -2.91 -4.94  -0.702
O4 1.54 0.40 -3.27  -0.746
O5 4.86 1.98 8.14  -0.676
O6 -2.28 2.13 -6.58  -0.678
N1 -3.46 0.32 -7.15  -0.144
N2 4.64 -0.80 6.66  -0.754
N3 2.86 2.51 7.39  -0.041
N4 2.78 -1.16 5.52  0.060
N5 1.55 0.98 6.05  0.234
N6 -3.18 -0.84 -4.60  -0.106
C1 1.40 -2.31 1.71  -1.324
C2 4.02 -1.64 5.86  -0.300
C3 0.63 0.09 -2.47  0.333
C4 -3.75 0.74 -8.52  -1.007
C5 -1.80 -2.38 -5.99  -1.026
C6 -3.01 -2.05 -5.13  0.605
C7 -2.72 1.02 -6.29  0.181
C8 -1.01 0.44 -4.43  -0.607
C9 0.75 -0.97 2.02  -0.196
C10 1.09 1.83 3.28  -1.514
C11 2.62 0.07 6.11  0.468
C12 -0.83 0.09 -2.95  -0.388
C13 1.71 2.23 6.69  0.121
C14 0.36 0.59 3.82  0.662
C15 -2.49 0.44 -4.87  0.241
C16 3.89 1.62 7.48  0.095
C17 0.29 0.60 5.36  -1.726
C18 3.78 0.30 6.80  0.516
H1 2.48 -2.24 1.86  0.292
H2 -1.25 -0.90 -2.77  0.142
H3 -2.97 1.18 -4.22  0.416
H4 -4.52 0.10 -8.96  0.365
H5 0.66 2.74 3.71  0.392
H6 -0.93 -2.47 -5.34  0.297
H7 1.16 -0.21 1.35  0.321
H8 -0.52 1.27 5.65  0.693
H9 2.15 1.79 3.52  0.258
H10 -1.62 -1.60 -6.72  0.374
H11 4.44 -2.59 5.52  0.411
H12 -0.61 1.44 -4.59  0.383
H13 -0.33 -1.04 1.83  0.234
H14 0.99 -3.09 2.35  0.323
H15 -0.43 -0.25 -5.05  0.158
H16 2.19 -1.51 4.76  0.241
H17 -3.96 -0.80 -3.96  0.186
H18 -1.40 0.81 -2.35  0.211
H19 -4.09 1.77 -8.52  0.292
H20 -2.84 0.67 -9.12  0.290
H21 -1.98 -3.32 -6.49  0.305
H22 2.96 3.42 7.83  0.279
H23 1.21 -2.57 0.66  0.393
H24 -0.67 0.60 3.45  0.449
H25 -0.01 -0.40 5.70  0.315
H26 -3.83 -0.57 -6.83  0.284
H27 0.98 1.89 2.19  0.504

**Molecular weight**: 455.52 g/mol
**Orbital gap**: 6.9 eV
**Charge**: -1
**Spin multiplicity**: 1
**HOMO level**: -4.694 eV
**E**: -51168.7585 eV
**LUMO level**: 2.240 eV